Entry 1:
The ion C4H11N2S with charge -1 in a non-equilibrium geometry, computed with ωB97M-V/def2-TZVPD.

Atoms and positions in Å:
C1 0.307 2.436 -0.567
N1 0.953 1.500 0.439
C2 0.953 0.029 -0.100
C3 -0.440 -0.700 0.041
N2 -0.831 -0.449 1.470
C4 -0.358 -2.104 -0.423
S1 -1.667 -2.624 -1.574
H1 0.599 2.008 -1.589
H2 0.704 3.433 -0.468
H3 -0.724 2.412 -0.540
H4 0.321 1.559 1.364
H5 1.374 -0.104 -1.131
H6 1.559 -0.538 0.596
H7 -1.214 -0.272 -0.600
H8 -1.835 -0.769 1.571
H9 -0.327 -1.103 2.037
H10 0.575 -2.068 -1.070
H11 0.052 -2.647 0.543

Results
Net charge: -1
SMILES: CNC[C@H](N)C[S-]
E, eV: -18141.2196
Frontier orbital gap, hartree: 0.235
HOMO level, eV: -2.538
Energy relative to the best compared isomer or geometry (same formula, charge and spin), kJ/mol: 181.27
Strongest force on any atom, eV/Å: 4.1

***

Entry 2:
The ion C4H11N2S with charge +1 in a non-equilibrium geometry, computed with ωB97M-V/def2-TZVPD.

Atoms and positions in Å:
C1 -1.388 -1.102 0.067
C2 -0.054 -1.401 0.621
C3 -1.836 0.219 0.140
C4 1.500 0.417 -0.435
N1 2.847 0.962 0.301
N2 -2.449 0.860 -0.854
S1 1.284 -1.275 -0.658
H1 -1.366 -1.538 -0.899
H2 -2.318 -1.587 0.641
H3 0.159 -0.534 1.303
H4 -0.105 -2.352 1.013
H5 -1.522 0.780 0.993
H6 1.566 0.827 -1.486
H7 3.292 0.340 0.931
H8 3.540 1.352 -0.313
H9 2.569 1.846 0.775
H10 -2.788 1.754 -0.565
H11 -2.932 0.433 -1.572

Results
Net charge: +1
E, eV: -18131.7766
Frontier orbital gap, hartree: 0.239
HOMO level, eV: -10.776
Energy relative to the best compared isomer or geometry (same formula, charge and spin), kJ/mol: 361.09
Strongest force on any atom, eV/Å: 4.5

***

Entry 3:
The ion C4H11N2S with charge +1 in a non-equilibrium geometry, computed with ωB97M-V/def2-TZVPD.

Atoms and positions in Å:
C1 -1.808 0.445 1.073
C2 -1.165 0.111 -0.048
N1 -0.381 1.585 -0.773
C3 -0.497 -1.027 -0.612
N2 0.688 -1.603 0.087
C4 1.911 -0.987 -0.131
S1 2.097 0.705 0.877
H1 -1.727 1.424 1.560
H2 -2.464 -0.366 1.341
H3 -0.226 1.089 -1.707
H4 0.239 1.656 0.004
H5 -0.971 2.390 -0.852
H6 -1.270 -1.890 -0.481
H7 -0.202 -0.872 -1.687
H8 0.471 -1.693 1.061
H9 2.661 -1.585 0.198
H10 2.078 -0.709 -1.162
H11 3.357 0.637 0.726

Results
Net charge: +1
SMILES: C=C([NH3+])CNCS
E, eV: -18132.0259
Frontier orbital gap, hartree: 0.337
HOMO level, eV: -13.082
Energy relative to the best compared isomer or geometry (same formula, charge and spin), kJ/mol: 337.03
Strongest force on any atom, eV/Å: 4.9

***

Entry 4:
An isolated molecule of C4H11N3 in a non-equilibrium geometry, computed with ωB97M-V/def2-TZVPD.

Atoms and positions in Å:
C1 -1.953 0.821 -0.433
C2 -0.787 -0.126 -0.259
C3 -1.171 -1.468 0.326
C4 0.471 0.414 -0.035
N1 0.776 1.705 0.314
N2 1.481 -0.326 -0.597
N3 2.755 -0.235 0.043
H1 -1.661 1.698 -1.010
H2 -2.346 1.186 0.526
H3 -2.775 0.312 -0.935
H4 -0.321 -2.013 0.742
H5 -1.599 -2.106 -0.452
H6 -1.926 -1.361 1.111
H7 1.766 1.873 0.433
H8 0.131 2.166 0.934
H9 0.854 -1.192 -0.881
H10 3.469 -0.456 -0.643
H11 2.836 -0.895 0.816

Results
Net charge: 0
SMILES: CC(C)=C(N)NN
E, eV: -8794.4464
Frontier orbital gap, hartree: 0.281
HOMO level, eV: -6.751
Energy relative to the best compared isomer or geometry (same formula, charge and spin), kJ/mol: 306.11
Strongest force on any atom, eV/Å: 2.9

***

Entry 5:
The ion C4H11N3 with charge +2 in a non-equilibrium geometry, computed with ωB97M-V/def2-TZVPD.

Atoms and positions in Å:
C1 1.195 -0.149 -1.800
N1 0.261 0.529 -0.800
C2 0.875 0.887 0.836
N2 -0.143 0.442 1.571
C3 -0.632 -0.905 1.862
C4 -1.331 0.015 0.989
N3 -1.035 -0.132 -0.543
H1 1.060 0.283 -2.889
H2 2.258 -0.209 -1.487
H3 0.976 -1.193 -1.729
H4 -0.049 1.516 -1.138
H5 0.851 1.966 0.753
H6 1.841 0.384 1.062
H7 -0.859 -1.119 2.880
H8 -0.104 -1.844 1.413
H9 -2.264 0.594 1.067
H10 -1.020 -1.110 -0.865
H11 -1.881 0.045 -1.185

Results
Net charge: +2
SMILES: C[N@@H+]1CN2C[C@@H]2[NH2+]1
E, eV: -8773.9736
Frontier orbital gap, hartree: 0.424
HOMO level, eV: -19.631
Energy relative to the best compared isomer or geometry (same formula, charge and spin), kJ/mol: 496.69
Strongest force on any atom, eV/Å: 3.8

***

Entry 6:
An isolated molecule of C4H11N3O in a non-equilibrium geometry, computed with ωB97M-V/def2-TZVPD.

Atoms and positions in Å:
C1 -2.361 1.133 0.869
C2 -0.859 0.685 0.808
N1 -0.104 1.868 0.337
C3 -0.642 -0.777 0.047
N2 0.821 -1.169 -0.045
C4 1.454 -1.274 -1.259
N3 2.886 -1.284 -1.227
O1 1.102 -1.180 -2.424
H1 -2.419 2.006 1.592
H2 -2.881 1.625 0.053
H3 -3.026 0.390 1.186
H4 -0.601 0.527 1.887
H5 0.614 2.272 0.991
H6 0.214 1.614 -0.545
H7 -0.824 -0.425 -0.996
H8 -1.392 -1.431 0.352
H9 1.301 -1.463 0.860
H10 3.404 -1.497 -0.404
H11 3.313 -1.619 -2.080

Results
Net charge: 0
SMILES: C[C@H](N)CNC(N)=O
E, eV: -10843.4219
Frontier orbital gap, hartree: 0.366
HOMO level, eV: -9.231
Energy relative to the best compared isomer or geometry (same formula, charge and spin), kJ/mol: 172.64
Strongest force on any atom, eV/Å: 6.1

***

Entry 7:
An isolated molecule of C4H11N3O in a non-equilibrium geometry, computed with ωB97M-V/def2-TZVPD.

Atoms and positions in Å:
C1 1.092 0.935 0.550
C2 -1.269 0.480 -1.441
C3 -1.186 -0.948 0.543
N1 -0.453 -0.178 -0.440
N2 1.868 -0.049 0.073
N3 0.992 1.228 1.868
C4 0.836 -0.954 -0.987
O1 0.866 -2.184 -0.856
H1 2.215 -0.709 0.764
H2 0.889 1.784 -0.094
H3 0.486 2.047 2.161
H4 1.150 0.502 2.549
H5 1.033 -0.490 -1.974
H6 -1.644 -0.237 -2.181
H7 -2.123 1.001 -0.999
H8 -0.495 -1.405 1.252
H9 -1.756 -1.756 0.075
H10 -1.852 -0.281 1.098
H11 -0.649 1.214 -1.962

Results
Net charge: 0
E, eV: -10842.0380
Frontier orbital gap, hartree: 0.315
HOMO level, eV: -8.015
Energy relative to the best compared isomer or geometry (same formula, charge and spin), kJ/mol: 306.17
Strongest force on any atom, eV/Å: 1.2

***

Entry 8:
A cluster of 2 separate species, C4H11N3O in total in a non-equilibrium geometry, computed with ωB97M-V/def2-TZVPD.

Atoms and positions in Å:
H1 1.331 1.209 1.704
N1 0.861 0.805 0.903
C1 1.589 0.514 -0.134
N2 2.863 0.951 -0.302
C2 0.962 -0.162 -1.272
N3 -0.040 -0.961 -1.228
C3 -0.249 -1.862 -0.129
H2 3.272 1.608 0.343
H3 3.321 0.828 -1.188
H4 1.202 0.265 -2.243
H5 0.106 -2.846 -0.444
H6 -1.323 -1.947 0.022
H7 0.216 -1.553 0.813
C4 -2.751 0.449 0.531
O1 -1.521 0.759 -0.039
H8 -2.990 1.131 1.363
H9 -2.812 -0.577 0.932
H10 -3.539 0.566 -0.223
H11 -0.498 0.823 0.593

Results
Net charge: 0
SMILES: [H]/N=C(N)/C=N\C.CO
E, eV: -10841.8899
Frontier orbital gap, hartree: 0.307
HOMO level, eV: -8.172
Energy relative to the best compared isomer or geometry (same formula, charge and spin), kJ/mol: 320.46
Strongest force on any atom, eV/Å: 2.9

***

Entry 9:
An isolated molecule of C4H11N3O in a non-equilibrium geometry, computed with ωB97M-V/def2-TZVPD.

Atoms and positions in Å:
C1 1.594 1.499 -1.594
N1 0.157 1.257 -1.337
C2 -0.170 1.328 0.117
C3 0.651 0.258 0.682
O1 1.701 0.524 1.218
N2 0.202 -1.130 0.823
C4 -1.053 -1.786 0.309
N3 -1.824 -2.219 1.471
H1 2.211 0.680 -1.493
H2 1.601 1.826 -2.628
H3 1.992 2.285 -0.878
H4 -0.404 1.830 -1.894
H5 -0.115 2.342 0.647
H6 -1.247 1.282 0.109
H7 0.888 -1.828 1.046
H8 -0.929 -2.702 -0.441
H9 -1.576 -0.908 -0.143
H10 -1.669 -3.106 1.830
H11 -2.011 -1.432 2.157

Results
Net charge: 0
SMILES: CNCC(=O)NCN
E, eV: -10842.6616
Frontier orbital gap, hartree: 0.357
HOMO level, eV: -8.851
Energy relative to the best compared isomer or geometry (same formula, charge and spin), kJ/mol: 246.00
Strongest force on any atom, eV/Å: 4.7

***

Entry 10:
A cluster of 2 separate species, C4H11N3O in total in a non-equilibrium geometry, computed with ωB97M-V/def2-TZVPD.

Atoms and positions in Å:
H1 0.462 -0.465 -2.148
N1 -0.280 -1.079 -1.810
C1 -0.384 -1.126 -0.528
C2 1.028 -1.123 0.465
C3 1.983 -0.010 0.090
H2 -1.111 -1.800 -0.065
H3 0.895 -1.203 1.547
H4 1.434 -2.090 0.156
H5 2.075 0.099 -0.995
H6 1.656 0.957 0.484
H7 2.987 -0.201 0.483
N2 -1.117 1.648 -0.748
N3 -1.521 0.618 0.128
C4 -1.021 0.653 1.480
O1 -1.596 0.037 2.359
H8 -0.935 1.214 -1.659
H9 -1.892 2.296 -0.884
H10 -2.435 0.172 0.031
H11 -0.230 1.403 1.615

Results
Net charge: 0
SMILES: [H]/N=C\CC.NNC=O
E, eV: -10841.5419
Frontier orbital gap, hartree: 0.370
HOMO level, eV: -9.097
Energy relative to the best compared isomer or geometry (same formula, charge and spin), kJ/mol: 354.04
Strongest force on any atom, eV/Å: 4.5

***

Entry 11:
A cluster of 2 separate species, C4H11N3O in total in a non-equilibrium geometry, computed with ωB97M-V/def2-TZVPD.

Atoms and positions in Å:
H1 0.469 1.215 2.131
N1 0.887 0.299 1.989
C1 0.824 -0.185 0.836
C2 1.353 -1.536 0.520
C3 0.357 0.681 -0.450
C4 0.201 2.169 -0.293
N2 0.375 0.070 -1.560
H2 0.170 0.654 -2.372
H3 0.544 -2.168 0.158
H4 2.105 -1.467 -0.263
H5 1.802 -1.961 1.414
H6 -0.767 2.371 0.170
H7 0.991 2.589 0.329
H8 0.192 2.666 -1.263
N3 -1.922 -1.608 -0.471
O1 -2.050 -0.364 0.222
H9 -2.838 -1.749 -0.895
H10 -1.251 -1.416 -1.223
H11 -1.439 -0.258 1.020

Results
Net charge: 0
SMILES: [H]/N=C(C)\C(C)=N\[H].NO
E, eV: -10841.5663
Frontier orbital gap, hartree: 0.370
HOMO level, eV: -9.331
Energy relative to the best compared isomer or geometry (same formula, charge and spin), kJ/mol: 351.69
Strongest force on any atom, eV/Å: 2.9

***

Entry 12:
A cluster of 2 separate species, C4H11N3O in total in a non-equilibrium geometry, computed with ωB97M-V/def2-TZVPD.

Atoms and positions in Å:
C1 0.795 -1.664 1.534
C2 1.434 -0.326 1.848
C3 2.408 0.301 1.146
O1 2.843 1.608 1.386
H1 -0.164 -1.511 1.025
H2 1.465 -2.201 0.840
H3 0.665 -2.283 2.439
H4 1.065 0.200 2.739
H5 2.976 -0.206 0.371
H6 3.352 1.861 0.616
N1 -0.658 1.191 -0.855
C4 -1.510 0.515 -1.545
N2 -2.226 -0.615 -1.102
N3 -1.982 0.977 -2.828
H7 -0.346 0.713 0.014
H8 -2.452 -0.576 -0.153
H9 -2.966 -0.883 -1.714
H10 -2.984 0.934 -2.863
H11 -1.714 1.962 -2.899

Results
Net charge: 0
SMILES: C/C=C/O.N=C(N)N
E, eV: -10843.3291
Frontier orbital gap, hartree: 0.348
HOMO level, eV: -8.614
Energy relative to the best compared isomer or geometry (same formula, charge and spin), kJ/mol: 181.60
Strongest force on any atom, eV/Å: 2.2

***

Look up the net charge of the third one.
+1

***

Which of these has the highest frontier orbital gap?
number 5